(1)
Entry from the OMol25 dataset: a structure of composition C40H54N12O6PbS (wB97M-V/def2-TZVPD).

Last column: Löwdin charge in e.
Element x y z (Å)
Pb  -0.071  -0.585  -1.198  1.482
C  -2.204  1.633  1.872  -0.040
C  -1.274  1.367  2.807  -0.103
C  0.078  1.635  2.170  -0.068
C  -0.143  1.906  0.866  -0.024
C  -1.592  2.087  0.595  -0.308
C  -1.984  3.589  0.254  -0.397
C  -3.783  3.753  -1.741  -0.144
C  -2.394  4.461  1.430  -0.021
C  -0.878  4.292  -0.523  -0.021
C  1.431  1.875  2.838  -0.512
C  2.513  2.121  1.780  -0.043
C  1.329  3.171  3.662  -0.029
C  1.925  0.719  3.712  -0.035
C  -1.619  0.763  4.167  -0.506
C  -1.005  -0.658  4.272  -0.040
C  -1.174  1.632  5.352  -0.050
C  -3.141  0.620  4.305  -0.067
H  -3.274  1.561  2.008  0.122
H  0.617  2.138  0.135  0.094
H  -4.124  4.718  -1.347  0.117
H  -4.687  3.207  -2.033  0.119
H  -3.565  4.525  -3.711  0.107
H  -3.271  4.069  1.947  0.080
H  -2.626  5.473  1.088  0.088
H  -1.579  4.536  2.155  0.086
H  -0.496  3.687  -1.346  0.093
H  -0.045  4.518  0.146  0.087
H  -1.246  5.237  -0.926  0.085
H  2.292  2.995  1.168  0.091
H  2.623  1.264  1.122  0.062
H  3.468  2.298  2.278  0.095
H  1.133  4.014  2.996  0.088
H  2.276  3.357  4.175  0.092
H  0.538  3.148  4.407  0.052
H  1.997  -0.195  3.120  0.064
H  1.292  0.521  4.571  0.056
H  2.924  0.954  4.087  0.092
H  -0.218  -0.823  3.537  0.059
H  -1.774  -1.418  4.122  0.075
H  -0.571  -0.834  5.258  0.088
H  -0.096  1.674  5.469  0.056
H  -1.586  1.216  6.274  0.088
H  -1.547  2.653  5.247  0.094
H  -3.560  -0.020  3.525  0.069
H  -3.643  1.588  4.263  0.092
H  -3.374  0.160  5.267  0.091
N  -1.581  0.581  -4.100  -0.178
C  -1.886  1.647  -3.066  -0.287
C  -2.498  2.704  -3.644  -0.047
C  -2.950  3.976  -2.993  -0.199
C  -3.129  2.998  -0.598  -0.185
C  -2.356  1.645  -0.710  -0.227
N  -1.527  1.284  -1.830  -0.051
C  -0.142  0.357  -4.358  -0.241
C  0.513  1.149  -5.284  0.026
C  1.834  0.851  -5.567  -0.026
C  2.433  -0.227  -4.930  -0.037
C  1.688  -0.933  -4.007  -0.128
N  0.416  -0.646  -3.722  0.038
H  -1.925  0.998  -4.972  0.141
H  -2.715  2.624  -4.704  0.093
H  -2.101  4.629  -2.782  0.089
H  -3.940  2.786  0.109  0.137
H  -3.041  0.809  -0.486  0.124
H  0.002  1.980  -5.751  0.122
H  2.389  1.453  -6.273  0.116
H  3.462  -0.495  -5.117  0.117
H  2.123  -1.756  -3.452  0.102
C  2.660  -2.663  1.794  -0.001
C  3.239  -1.736  0.784  -0.389
N  2.557  -0.914  0.016  0.081
C  3.471  -0.261  -0.772  -0.157
C  4.735  -0.702  -0.466  -0.077
N  4.560  -1.638  0.521  0.185
C  6.129  -0.423  -0.911  -0.501
O  6.287  0.489  -1.833  0.125
O  7.036  -1.040  -0.391  0.084
C  3.041  0.778  -1.774  -0.597
O  3.947  1.310  -2.456  0.020
O  1.813  1.028  -1.863  -0.138
H  1.582  -2.708  1.646  0.073
H  2.859  -2.318  2.810  0.076
H  3.065  -3.671  1.690  0.084
H  5.337  -2.127  0.942  0.171
H  5.374  0.888  -2.098  0.067
N  -1.789  -1.318  1.071  0.017
N  -3.068  -1.725  0.678  -0.012
C  -3.319  -2.005  -0.643  -0.441
N  -4.614  -2.178  -0.944  0.198
N  -2.284  -2.106  -1.456  -0.061
N  -2.350  -2.831  -2.634  -0.082
O  -3.429  -3.130  -3.100  -0.044
O  -2.227  -0.575  -3.843  -0.205
H  -1.429  -1.944  1.781  0.084
H  -1.822  -0.371  1.449  0.041
H  -3.845  -1.378  1.222  0.133
H  -5.290  -2.294  -0.207  0.111
H  -4.809  -2.525  -1.875  0.090
N  1.473  -8.432  -1.296  0.092
C  2.293  -7.497  -0.788  -0.850
S  3.682  -7.847  0.011  0.673
C  1.815  -6.095  -0.973  -0.246
C  0.471  -5.768  -0.846  -0.009
C  0.085  -4.445  -1.004  -0.131
N  0.940  -3.466  -1.282  0.042
C  2.227  -3.790  -1.418  -0.141
C  2.713  -5.076  -1.266  -0.021
H  1.748  -9.397  -1.227  0.100
H  0.725  -8.184  -1.921  0.108
H  -0.271  -6.514  -0.592  0.114
H  -0.954  -4.154  -0.906  0.083
H  2.905  -2.975  -1.648  0.098
H  3.768  -5.290  -1.368  0.105

For the total energy, the calculation gives -3256.06555 hartree. As for the HOMO energy: -6.90 eV. Its total charge is 0. Its gap between HOMO and LUMO is 6.440 eV.


(2)
Entry from the OMol25 dataset: a structure of composition C40H54N7O3RbSSe2 (wB97M-V/def2-TZVPD).

Last column: Löwdin charge in e.
Element x y z (Å)
Rb  -0.245  0.837  -1.047  0.431
C  -0.354  -2.983  0.998  -0.058
C  -0.677  -2.776  -0.462  -0.178
C  0.383  -2.490  -1.339  -0.216
C  1.787  -2.314  -0.804  -0.034
C  0.150  -2.358  -2.709  -0.201
C  1.275  -1.983  -3.643  -0.052
C  -1.143  -2.532  -3.214  -0.200
C  -1.378  -2.533  -4.705  -0.074
C  -2.213  -2.692  -2.336  -0.180
C  -3.622  -2.659  -2.881  -0.048
C  -1.983  -2.844  -0.960  -0.168
C  -3.176  -3.071  -0.058  -0.050
H  0.331  -3.827  1.128  0.088
H  -1.226  -3.191  1.609  0.051
H  0.137  -2.105  1.420  0.024
H  2.525  -2.738  -1.486  0.078
H  1.917  -2.795  0.164  0.064
H  2.047  -1.258  -0.668  0.067
H  1.790  -2.866  -4.040  0.088
H  2.015  -1.366  -3.134  0.061
H  0.890  -1.402  -4.480  0.055
H  -2.232  -3.158  -4.965  0.070
H  -0.510  -2.929  -5.232  0.072
H  -1.565  -1.525  -5.088  -0.007
H  -3.976  -3.653  -3.179  0.085
H  -3.677  -2.005  -3.749  0.074
H  -4.321  -2.266  -2.146  0.070
H  -3.923  -3.696  -0.547  0.070
H  -3.655  -2.120  0.194  0.078
H  -2.910  -3.567  0.871  0.060
C  4.313  2.442  4.256  -0.100
C  4.225  0.936  4.022  -0.281
N  2.907  0.475  3.640  -0.063
C  2.372  0.750  2.389  -0.835
S  0.681  0.463  2.206  0.606
N  3.212  1.221  1.514  -0.027
N  2.726  1.356  0.233  0.027
C  3.281  2.295  -0.435  -0.291
C  4.292  3.242  0.155  -0.049
C  2.873  2.484  -1.853  -0.257
C  2.832  3.768  -2.393  -0.032
C  2.424  3.936  -3.704  -0.069
C  2.079  2.820  -4.444  -0.079
C  2.138  1.581  -3.823  -0.164
N  2.532  1.401  -2.563  0.099
H  5.332  2.733  4.526  0.061
H  3.643  2.748  5.063  0.065
H  4.026  2.971  3.348  0.051
H  4.508  0.396  4.930  0.101
H  4.921  0.647  3.235  0.098
H  2.207  0.447  4.363  0.094
H  3.798  3.982  0.791  0.084
H  4.852  3.763  -0.621  0.064
H  4.974  2.682  0.795  0.062
H  3.060  4.624  -1.774  0.109
H  2.341  4.930  -4.127  0.106
H  1.707  2.894  -5.457  0.106
H  1.822  0.697  -4.362  0.071
O  -2.865  6.158  -3.074  -0.138
C  -2.118  5.258  -3.899  -0.253
C  -2.455  3.777  -3.650  -0.600
C  -3.789  3.452  -4.324  -0.239
O  -4.850  4.333  -3.936  -0.091
C  -2.569  3.490  -2.145  -0.606
Se  -1.153  4.274  -0.997  0.371
C  -1.315  2.976  -4.294  -0.625
Se  -1.471  1.011  -4.333  0.392
H  -2.508  5.992  -2.176  -0.005
H  -1.049  5.410  -3.725  0.091
H  -2.347  5.518  -4.937  0.124
H  -4.084  2.430  -4.081  0.091
H  -3.651  3.504  -5.414  0.115
H  -4.439  5.121  -3.549  0.047
H  -2.585  2.401  -2.040  -0.002
H  -3.528  3.855  -1.780  0.053
H  -0.409  3.236  -3.743  0.008
H  -1.185  3.322  -5.326  0.048
C  2.785  -6.372  4.351  -0.071
C  1.872  -5.173  4.356  -0.301
C  2.284  -3.948  3.844  -0.048
C  1.456  -2.839  3.862  -0.027
C  0.171  -2.929  4.394  -0.226
N  -0.644  -1.786  4.316  0.141
C  -1.762  -1.562  5.061  -0.531
O  -2.143  -2.270  5.988  0.022
N  -2.458  -0.405  4.763  0.124
C  -2.489  0.335  3.551  -0.261
C  -2.520  1.724  3.591  -0.024
C  -2.612  2.422  2.404  -0.050
C  -2.657  1.709  1.214  -0.186
N  -2.596  0.381  1.159  0.061
C  -2.527  -0.286  2.309  -0.131
C  -0.261  -4.152  4.909  -0.014
C  0.589  -5.248  4.885  -0.058
H  3.633  -6.213  3.685  0.068
H  2.259  -7.269  4.018  0.070
H  3.182  -6.576  5.349  0.072
H  3.274  -3.853  3.411  0.109
H  1.790  -1.898  3.439  0.075
H  -0.284  -1.032  3.712  0.021
H  -3.242  -0.286  5.383  0.140
H  -2.448  2.232  4.545  0.112
H  -2.606  3.503  2.368  0.104
H  -2.709  2.251  0.276  0.042
H  -2.484  -1.368  2.245  0.102
H  -1.252  -4.235  5.324  0.097
H  0.232  -6.193  5.284  0.104

The relative energy (zero: lowest compared OMol25 entry of this formula, charge and spin) comes out at 4.0 kcal/mol. For the total energy, the calculation gives -7390.95167 hartree. As for the HOMO energy: -1.47 eV. Its total charge is -2. Its gap between HOMO and LUMO is 5.194 eV.


- Which of these has the lowest gap between HOMO and LUMO?
  C40H54N7O3RbSSe2